This record from the OMol25 dataset describes a structure of composition C37H43N6ORbS4. The level of theory is ωB97M-V with the def2-TZVPD basis set.

Summary:
- energy relative to the best compared isomer or geometry (same formula, charge and spin) (kcal per mole) = 10.80
- charge = -2
- E (eV) = -94054.400
- HOMO energy (eV) = -1.506

Each line ends with the Löwdin charge.
Positions of all 92 atoms, in Å:
1 Rb 0.8290 -0.1907 0.1037  0.54
2 C -1.6405 2.3458 1.2806  -0.10
3 N -0.8741 2.7423 0.1064  -0.16
4 C -1.6921 2.7475 -1.0955  -0.19
5 C -2.0164 1.3510 -1.6193  -0.20
6 N -0.9271 0.7298 -2.3446  -0.20
7 C -1.2016 -0.6766 -2.6021  -0.13
8 C -0.4548 1.3977 -3.5192  -0.28
9 C -1.2841 2.2645 -4.2265  -0.07
10 C -0.8546 2.9272 -5.3690  -0.14
11 C 0.4380 2.6954 -5.8201  -0.14
12 C 1.2650 1.8236 -5.1344  -0.16
13 C 0.8707 1.1451 -3.9644  -0.69
14 S 1.9852 0.0773 -3.1629  0.40
15 C -0.1743 3.9668 0.3729  -0.26
16 C -0.6479 5.1694 -0.1497  -0.06
17 C -0.0265 6.3841 0.1084  -0.13
18 C 1.0883 6.3982 0.9325  -0.14
19 C 1.5630 5.2124 1.4661  -0.15
20 C 0.9734 3.9621 1.2085  -0.65
21 S 1.6885 2.5266 1.8959  0.48
22 H -2.4179 3.0946 1.5199  0.10
23 H -0.9684 2.2220 2.1268  0.03
24 H -2.1333 1.3878 1.1069  0.04
25 H -1.1533 3.2900 -1.8708  0.12
26 H -2.6497 3.2772 -0.9292  0.12
27 H -2.9451 1.4015 -2.2194  0.11
28 H -2.2548 0.6860 -0.7831  0.10
29 H -2.1070 -0.8062 -3.2227  0.09
30 H -1.3540 -1.2094 -1.6595  0.04
31 H -0.3456 -1.1202 -3.1093  0.04
32 H -2.2923 2.4444 -3.8717  0.09
33 H -1.5168 3.6120 -5.8859  0.08
34 H 0.8090 3.2029 -6.7048  0.08
35 H 2.2765 1.6497 -5.4807  0.08
36 H -1.5278 5.1647 -0.7800  0.09
37 H -0.4133 7.2972 -0.3291  0.08
38 H 1.5981 7.3301 1.1535  0.08
39 H 2.4450 5.2150 2.0949  0.08
40 C -3.0024 -3.4044 -1.0126  -0.21
41 N -1.7728 -3.2206 -0.2767  0.02
42 C -0.8189 -4.0457 -0.5062  -0.13
43 C 0.4642 -4.0411 0.1269  -0.37
44 C 1.5211 -4.9136 -0.1881  -0.10
45 C 2.5762 -4.5555 0.6486  -0.14
46 C 2.0921 -3.4880 1.4245  -0.23
47 N 0.8215 -3.1746 1.1283  -0.01
48 C -4.1581 -3.4808 -0.0425  -0.22
49 C -4.9161 -2.3553 0.2582  -0.05
50 C -5.9226 -2.4093 1.2151  -0.11
51 C -6.1827 -3.5954 1.8859  -0.11
52 C -5.4318 -4.7278 1.5905  -0.10
53 C -4.4293 -4.6667 0.6350  -0.05
54 H -2.9849 -4.3108 -1.6403  0.11
55 H -3.1627 -2.5494 -1.6785  0.10
56 H -0.9543 -4.8390 -1.2601  0.12
57 H 1.5094 -5.6815 -0.9496  0.08
58 H 3.5678 -4.9822 0.6832  0.07
59 H 2.6419 -2.9318 2.1760  0.07
60 H -4.6992 -1.4235 -0.2523  0.11
61 H -6.4989 -1.5198 1.4410  0.10
62 H -6.9625 -3.6385 2.6364  0.09
63 H -5.6246 -5.6570 2.1132  0.09
64 H -3.8252 -5.5417 0.4217  0.12
65 C -3.3524 -0.5661 3.4298  -0.23
66 S -2.1024 -1.1498 2.2766  0.82
67 C -2.0181 -2.8346 2.8631  -0.24
68 O -0.8280 -0.4983 2.7253  -0.60
69 H -2.9937 -0.7178 4.4474  0.04
70 H -4.2842 -1.1029 3.2472  0.04
71 H -3.4828 0.5004 3.2494  0.05
72 H -2.9436 -3.3512 2.6076  0.04
73 H -1.8546 -2.8113 3.9425  0.06
74 H -1.1675 -3.2738 2.3390  0.02
75 N 1.2847 -1.4102 4.4175  0.10
76 C 2.1030 -0.3513 4.5957  -0.94
77 S 3.7681 -0.4773 4.5790  0.54
78 N 1.4938 0.8589 4.7875  0.04
79 C 0.1849 1.1178 5.2133  -0.24
80 C -0.4837 0.2899 6.1175  -0.04
81 C -1.7440 0.6400 6.5768  -0.12
82 C -2.3589 1.8105 6.1528  -0.13
83 C -1.6834 2.6392 5.2649  -0.09
84 C -0.4227 2.3044 4.8008  -0.04
85 H 1.7677 -2.2497 4.1386  0.07
86 H 0.4115 -1.2208 3.9161  0.06
87 H 1.9970 1.6432 4.3871  0.06
88 H -0.0139 -0.6218 6.4573  0.10
89 H -2.2488 -0.0143 7.2792  0.09
90 H -3.3471 2.0736 6.5102  0.09
91 H -2.1442 3.5559 4.9162  0.10
92 H 0.1017 2.9291 4.0856  0.07